Entry 1:
{"formula": "C41H54CrN2OPS4", "method": "ωB97M-V/def2-TZVPD", "s2": 3.7895, "orbital_gap_ev": [6.635, 6.773], "molar_mass_g_mol": 802.134, "homo_ev": [-6.720, -6.905], "spin_multiplicity": 4, "total_charge": 0, "relative_energy_kj_mol": 40.5, "symbols": ["Cr", "S", "C", "C", "C", "C", "C", "C", "S", "C", "C", "C", "C", "C", "C", "C", "S", "C", "C", "C", "C", "C", "C", "S", "N", "H", "H", "H", "H", "H", "H", "H", "H", "H", "H", "H", "H", "H", "H", "H", "C", "C", "C", "C", "P", "N", "C", "C", "C", "C", "C", "C", "C", "C", "H", "H", "H", "H", "H", "H", "H", "H", "H", "H", "H", "H", "H", "H", "H", "H", "H", "H", "H", "H", "H", "H", "H", "H", "H", "H", "H", "C", "C", "C", "C", "C", "C", "C", "O", "C", "C", "C", "H", "H", "H", "H", "H", "H", "H", "H", "H", "H", "H", "H"], "positions_angstrom": [[-0.61039, -1.03667, -0.05584], [1.27344, -2.13444, -1.05160], [1.08648, -2.00296, -2.80490], [2.22615, -2.14469, -3.61364], [2.16458, -2.03412, -4.98774], [0.95457, -1.75787, -5.62517], [-0.18088, -1.59723, -4.85382], [-0.12775, -1.73441, -3.46767], [-1.60846, -1.44717, -2.52729], [-2.61983, -2.88313, -2.95141], [-2.30603, -4.09986, -2.12484], [-2.59574, -5.38430, -2.56166], [-2.27620, -6.44698, -1.72962], [-1.66075, -6.19542, -0.51549], [-1.39763, -4.87205, -0.17583], [-0.62522, -4.52343, 1.05831], [-0.72854, -2.80736, 1.61567], [-2.37558, -2.73143, 2.26385], [-2.73118, -3.58986, 3.30303], [-3.99095, -3.51896, 3.86316], [-4.88400, -2.55689, 3.39921], [-4.51774, -1.68229, 2.39893], [-3.24971, -1.74553, 1.80301], [-2.83174, -0.60925, 0.54287], [-1.73880, -3.86336, -0.95261], [3.17171, -2.34291, -3.12426], [3.06895, -2.15270, -5.57192], [0.90441, -1.65344, -6.70097], [-1.12874, -1.35327, -5.32018], [-2.49219, -3.08559, -4.01458], [-3.65191, -2.56664, -2.78779], [-3.05282, -5.54310, -3.52981], [-2.49135, -7.46373, -2.03266], [-1.37889, -7.00090, 0.15020], [0.44024, -4.67211, 0.86372], [-0.91127, -5.15882, 1.89623], [-2.01070, -4.30876, 3.67540], [-4.27053, -4.18975, 4.66472], [-5.87313, -2.48555, 3.83463], [-5.20842, -0.92439, 2.05147], [2.46101, 1.66888, -0.19907], [2.86186, 1.29030, 1.23276], [3.87001, 0.14500, 1.05915], [3.58058, 2.46726, 1.90001], [1.31534, 0.63082, 2.12457], [0.48235, -0.27323, 1.20413], [1.90912, -0.37050, 3.61553], [0.70477, -0.65422, 4.52131], [3.02259, 0.25137, 4.46275], [2.38996, -1.74379, 3.10579], [0.29239, 2.10232, 2.75553], [0.11475, 3.12664, 1.62263], [-1.12296, 1.59198, 3.05404], [0.83531, 2.82825, 3.98780], [3.36730, 1.96317, -0.73882], [1.75536, 2.49160, -0.26118], [2.03284, 0.79231, -0.69105], [4.63696, 0.47300, 0.35107], [3.39059, -0.74400, 0.64455], [4.37907, -0.11274, 1.98590], [4.49683, 2.67931, 1.34034], [3.87068, 2.25224, 2.92954], [2.98574, 3.37961, 1.89932], [0.35018, 0.23137, 5.04778], [1.01363, -1.38239, 5.27674], [-0.12370, -1.08564, 3.95933], [2.75204, 1.22444, 4.87167], [3.95619, 0.35721, 3.91125], [3.22249, -0.41559, 5.30731], [1.72220, -2.13204, 2.33830], [2.39593, -2.44474, 3.94514], [3.39559, -1.71202, 2.69774], [-0.25998, 2.64373, 0.72089], [1.02439, 3.67415, 1.38415], [-0.63164, 3.86014, 1.94282], [-1.54631, 1.08763, 2.18848], [-1.75309, 2.45434, 3.29518], [-1.16501, 0.90648, 3.89704], [1.84679, 3.21037, 3.84140], [0.83088, 2.20175, 4.88005], [0.18788, 3.68612, 4.19554], [-0.55900, 6.69069, -4.19332], [-0.52333, 5.28678, -3.66108], [0.49265, 4.41374, -4.02841], [0.55697, 3.12460, -3.52716], [1.69413, 2.23153, -3.96156], [-0.42761, 2.70400, -2.60795], [-0.27582, 1.34601, -2.08875], [-0.77668, 0.92990, -1.06189], [-1.47644, 3.56913, -2.23084], [-2.62288, 3.17166, -1.33431], [-1.49820, 4.84424, -2.77554], [0.06851, 6.79832, -5.07669], [-0.19368, 7.38730, -3.43543], [-1.57544, 6.98958, -4.44930], [1.25335, 4.74765, -4.72509], [2.33910, 2.76690, -4.65631], [1.33804, 1.32810, -4.46265], [2.30640, 1.91454, -3.11554], [0.37934, 0.68740, -2.66252], [-2.39411, 2.35258, -0.66629], [-3.47302, 2.87536, -1.95455], [-2.94120, 4.02664, -0.73704], [-2.30546, 5.51372, -2.49838]]}

***

Entry 2:
{"formula": "C41H54FN2O6", "method": "ωB97M-V/def2-TZVPD", "orbital_gap_ev": 6.001, "molar_mass_g_mol": 689.889, "homo_ev": -10.770, "total_charge": 1, "symbols": ["C", "C", "C", "C", "C", "C", "C", "N", "N", "C", "C", "C", "O", "O", "C", "C", "O", "C", "C", "C", "F", "C", "C", "C", "C", "C", "C", "C", "C", "C", "C", "C", "O", "C", "H", "H", "H", "H", "H", "H", "H", "H", "H", "H", "H", "H", "H", "H", "H", "H", "H", "H", "H", "H", "H", "H", "H", "H", "H", "H", "H", "H", "H", "H", "H", "H", "H", "H", "H", "H", "H", "H", "H", "H", "H", "H", "H", "H", "H", "H", "C", "C", "C", "C", "C", "C", "C", "O", "C", "C", "C", "C", "C", "C", "C", "O", "H", "H", "H", "H", "H", "H", "H", "H"], "positions_angstrom": [[-4.41992, 3.97027, 0.11538], [-2.96050, 3.43372, -0.39673], [-2.48052, 4.16312, -1.74508], [-3.23312, 3.68243, -3.07889], [-3.18214, 2.10145, -3.34924], [-1.82021, 1.57217, -4.01987], [-0.83240, 0.82829, -2.96964], [-0.30998, 1.61404, -1.92150], [0.50272, 1.01197, -1.06091], [0.99611, -0.33306, -1.01986], [1.98534, -0.79362, 0.14604], [3.53621, -0.49666, -0.21354], [3.86268, -0.49694, -1.41823], [4.40189, -0.31032, 0.89615], [5.47357, 0.60380, 0.60811], [5.35264, 1.95142, -0.23692], [6.60575, 0.34556, 1.10199], [0.52069, -1.31617, -2.16247], [1.06625, -2.81515, -2.20873], [-0.05580, -3.95344, -2.14372], [1.79207, -2.99246, -3.46014], [-0.49029, -0.70838, -3.21779], [-1.09072, -1.57966, -4.40742], [-2.67830, -1.71804, -4.17726], [-3.11117, -2.26303, -2.72481], [-4.17887, -1.28619, -1.95938], [-5.49024, -2.11088, -1.51500], [-6.76168, -1.42756, -2.26344], [-7.60202, -0.64308, -1.13400], [-8.55101, -1.71768, -0.40446], [-9.83349, -1.97346, -1.33899], [-10.76912, -0.65649, -1.47328], [-10.48620, -0.08777, -2.77856], [-11.39102, 1.02296, -3.05827], [-4.24228, 4.60529, 1.05224], [-4.83316, 4.61528, -0.75295], [-5.13341, 3.09778, 0.32140], [-2.18553, 3.67752, 0.43044], [-2.99934, 2.29250, -0.45673], [-2.71818, 5.28765, -1.60281], [-1.34192, 4.08375, -1.86171], [-2.74627, 4.25708, -3.95687], [-4.33355, 4.04456, -3.06792], [-3.37831, 1.50031, -2.39962], [-4.05449, 1.87185, -4.07707], [-1.98718, 0.89403, -4.92268], [-1.23442, 2.48902, -4.42040], [0.85116, 1.61347, -0.28324], [1.78956, -1.88942, 0.41046], [1.69802, -0.18734, 1.08864], [4.38509, 2.53005, -0.02112], [5.39256, 1.78686, -1.37607], [6.21318, 2.68397, -0.00034], [1.82135, -3.03693, -1.36675], [0.49476, -4.95714, -1.97228], [-0.76648, -3.82627, -1.24489], [-0.71509, -4.03516, -3.07055], [-0.56000, -2.58353, -4.56760], [-0.95155, -0.98288, -5.38480], [-3.22767, -0.71122, -4.32460], [-3.14411, -2.42726, -4.96350], [-2.25190, -2.41122, -1.98818], [-3.56766, -3.31378, -2.89511], [-4.39805, -0.34542, -2.56501], [-3.66949, -0.93064, -0.97966], [-5.60161, -2.09632, -0.36516], [-5.43802, -3.23402, -1.79293], [-7.33039, -2.27095, -2.78046], [-6.47253, -0.66426, -3.06127], [-8.17770, 0.20044, -1.67223], [-6.93783, -0.11447, -0.35592], [-8.79695, -1.40075, 0.66439], [-7.98337, -2.71629, -0.33557], [-9.45819, -2.28304, -2.38099], [-10.44214, -2.81465, -0.83797], [-10.39975, 0.11617, -0.69642], [-11.85696, -0.96976, -1.32015], [-12.05986, 0.69995, -3.93514], [-12.00605, 1.27337, -2.11719], [-10.77090, 1.93830, -3.38090], [9.34044, 0.86872, 2.46288], [10.66809, 0.45820, 2.36266], [11.33621, -0.01942, 3.48513], [10.68089, -0.07660, 4.71557], [9.35917, 0.35738, 4.82064], [8.68638, 0.81964, 3.68867], [8.66773, 0.34842, 6.12997], [7.51081, 0.72430, 6.22174], [9.40483, -0.11540, 7.32680], [8.78583, -0.07567, 8.57732], [9.46628, -0.52193, 9.70552], [10.76295, -1.01782, 9.58806], [11.38514, -1.05392, 8.34500], [10.71034, -0.59353, 7.21314], [11.39440, -0.60313, 5.90068], [12.53067, -1.03287, 5.79761], [8.81698, 1.23245, 1.58542], [11.18200, 0.50857, 1.40800], [12.36896, -0.34274, 3.39978], [7.65384, 1.14595, 3.76129], [7.77455, 0.30648, 8.67582], [8.98486, -0.48526, 10.67763], [11.29076, -1.37256, 10.46761], [12.39732, -1.43691, 8.26069]]}